# 1
The following is a DFT calculation (wB97M-V/def2-TZVPD) of a 10-piece molecular cluster, C46H51F18N3O21 overall in a non-equilibrium geometry.

Geometry as XYZ:
```
139
Properties=species:S:1:pos:R:3:forces:R:3
C 9.3694 11.6070 18.0104 -0.4966 -0.3782 -0.0565
C 10.1313 12.6936 17.6259 -0.3945 0.3639 0.5480
C 11.1246 13.1455 18.4822 1.2607 1.4775 -1.4189
C 11.4758 12.4149 19.5915 0.3108 1.1348 -0.4053
C 10.7895 11.2907 19.9265 0.1617 -1.4877 0.0144
C 9.7249 10.8690 19.1567 -1.3296 0.0675 -1.0542
N 12.6343 12.8317 20.4278 -0.5469 -0.0496 -0.1283
O 13.2495 13.8380 20.1136 -0.1314 -0.5570 0.0929
O 12.8592 12.1308 21.3955 0.3911 0.3621 -0.0702
H 8.4796 11.3668 17.3923 0.7632 -0.1878 0.5646
H 9.8875 13.2466 16.7239 0.0939 -0.1369 0.3247
H 11.7019 14.0487 18.1570 -0.4917 -0.8850 0.6648
H 11.2568 10.6633 20.6522 -0.3137 -0.2846 0.7866
H 9.0938 9.9854 19.3565 0.7847 0.4600 0.2874
C 13.8569 16.6702 12.0081 -0.0043 1.0924 1.6290
C 14.2173 17.2408 10.8088 0.4792 0.9036 -0.2144
C 14.5358 16.4784 9.7074 -0.2005 -1.9511 0.2686
C 14.4554 15.0792 9.9078 -0.7185 1.0226 0.0059
C 14.0352 14.4893 11.0978 0.2067 -0.3779 -0.8030
C 13.7384 15.3091 12.1380 -0.6151 -0.3656 1.8416
N 14.6707 14.1775 8.7943 1.0252 0.4791 0.0630
O 14.9788 14.6825 7.7134 -0.5067 -1.2582 0.7606
O 14.6173 12.9947 9.0977 0.0763 0.0120 -1.5227
H 13.7461 17.3112 12.9212 -0.1663 -0.5533 -1.0590
H 14.3168 18.3138 10.7594 -0.0632 0.1639 -0.0647
H 14.8300 16.8563 8.7354 -0.0646 0.0854 0.2356
H 13.9300 13.4166 11.2112 0.0420 0.1727 -0.2587
H 13.3835 14.8542 13.0924 0.3818 0.4433 -0.7962
C 12.0093 16.7385 20.4086 -0.8918 0.0234 -0.6739
C 12.1796 16.9144 19.0130 1.3416 0.9078 1.3860
C 11.1239 16.8115 18.1455 -0.4376 -0.8855 -0.7784
C 9.9214 16.3721 18.6824 -0.6595 0.2358 0.3480
C 9.7006 16.1056 20.0278 -0.1338 -0.2920 -1.0361
C 10.7693 16.2903 20.8955 0.5629 0.7197 -0.8162
N 8.7279 16.2594 17.8040 1.7675 1.1208 -1.2073
O 8.6546 17.0951 16.9072 -0.2362 -0.4097 0.5517
O 7.9917 15.3292 17.9533 -0.9721 -0.7487 0.3927
H 12.7851 17.0378 21.1200 -0.1292 -0.4431 -0.4136
H 13.1636 17.2809 18.6724 -0.6248 -0.3802 -0.0305
H 11.2456 16.9017 17.0547 -0.0481 0.2470 0.6510
H 8.6791 15.7542 20.2360 0.7164 0.1955 0.5621
H 10.6386 16.2230 21.9405 -0.1943 -0.3074 0.9972
C 18.3877 10.9395 17.1053 1.5645 -1.1068 -2.1096
C 17.9280 11.1599 18.4566 -0.0324 0.8591 2.2709
O 16.8280 10.2739 18.7868 0.4354 -0.3923 0.7532
C 15.6376 10.5472 18.3451 -0.2550 1.5993 -2.4274
O 15.2924 11.4641 17.6102 0.9191 -1.0364 1.2843
C 14.5995 9.5307 18.7548 -1.0216 -1.2946 1.5291
F 14.4423 9.6372 20.1049 0.2909 -0.3683 -0.5489
F 13.4271 9.8271 18.2257 -0.1177 -0.0378 -0.3767
F 14.8722 8.2253 18.4535 0.1607 1.4061 0.2300
H 18.4886 9.8578 17.0070 -0.1194 -0.2335 -0.2492
H 19.4742 11.2370 17.0191 -1.3467 0.3759 -0.3114
H 17.6898 11.2570 16.2870 0.8932 0.1703 0.8099
H 17.6348 12.1604 18.6682 -0.7911 0.9902 -0.2298
H 18.7164 11.0505 19.2332 -0.5408 -0.8671 -0.5650
C 20.8209 20.2238 14.7388 -0.4624 0.2016 3.1938
C 19.9355 20.3070 13.6002 -2.0036 0.1004 -2.5494
O 18.5975 19.8239 13.9886 1.3507 -0.1771 1.0725
C 17.5984 19.8440 13.1492 1.7124 1.1526 -0.5046
O 17.6375 20.1567 11.9995 -0.2385 -0.0516 -0.5662
C 16.3827 19.4776 13.9042 -2.3888 -1.7049 0.2239
F 16.2890 20.0080 15.1092 0.3632 0.1137 0.4426
F 15.2801 19.8128 13.2492 -0.2984 0.3367 -0.4552
F 16.3419 18.1182 14.0127 0.2847 0.3452 0.2697
H 20.6915 19.2478 15.2234 -0.0373 0.2024 0.0638
H 20.6484 21.0312 15.5261 -0.0149 -1.0625 -1.0469
H 21.8377 20.2729 14.4893 1.4351 0.2270 -0.7070
H 20.2426 19.7384 12.7081 0.0515 -0.1269 0.4891
H 19.7552 21.3054 13.2167 0.1815 0.3566 0.0900
C 10.1900 14.5863 14.8013 -0.7502 -1.3974 0.1694
C 10.2750 15.2389 13.4690 0.4934 -1.2081 -0.0887
O 10.1653 14.1348 12.5003 -0.1925 0.3008 0.0197
C 10.2536 14.5365 11.2618 -0.4004 0.7415 -0.6760
O 10.4884 15.6476 10.8541 -0.0725 -0.5852 0.3244
C 9.9824 13.4400 10.2117 0.3193 -1.4579 0.0982
F 11.1487 13.3296 9.5138 -1.2071 -0.1386 0.0043
F 9.6840 12.1827 10.7078 0.3498 1.4437 -0.3343
F 8.9480 13.7409 9.4152 0.8991 0.1884 0.1593
H 10.9079 13.7513 14.8872 0.1664 0.8205 -0.0118
H 9.2302 14.0168 14.8710 0.2762 0.9671 0.2365
H 10.3328 15.3446 15.5742 -0.1807 -0.3436 0.0904
H 11.2353 15.6849 13.3265 0.5970 0.4875 -0.1980
H 9.5188 15.9611 13.2739 -0.6235 0.4616 -0.1569
C 12.3883 19.9208 16.5189 0.5194 0.9344 0.0513
C 11.0123 19.8728 15.9700 0.1677 1.3224 -1.7830
O 10.9780 19.9755 14.4744 0.9203 0.7126 -0.0441
C 10.3091 19.1058 13.7825 -0.7547 -1.9213 1.8977
O 9.8061 18.1117 14.2750 0.1443 0.5760 -0.9923
C 10.2199 19.3937 12.2825 0.0952 1.8874 0.6266
F 11.4342 19.3279 11.7544 0.3218 -0.2673 -0.4475
F 9.4070 18.5536 11.7043 -0.2363 -0.0856 -0.4605
F 9.7845 20.6939 12.0879 0.0791 -1.2943 0.0327
H 12.9863 20.8229 16.3120 -0.3494 -0.3601 -0.4727
H 12.9404 19.0292 16.3289 0.4976 -0.5516 -0.2328
H 12.2070 19.9954 17.5713 0.0380 -0.2116 0.9868
H 10.5128 20.8175 16.1672 -0.4994 -0.3796 0.7221
H 10.5432 18.9670 16.2758 -0.8809 -0.3298 0.1166
C 13.5140 9.2910 10.4310 1.1647 -2.4356 1.3763
C 12.2987 9.9423 10.0305 -1.7548 1.9264 -0.8983
O 11.2755 9.8221 11.0530 -0.9253 0.3489 2.0214
C 11.2911 10.6738 12.1224 1.9326 -0.3556 -2.0527
O 12.0427 11.6194 12.1703 -0.8487 -0.5968 0.6207
C 10.4576 10.2349 13.3751 0.7706 1.3323 -0.4929
F 9.3701 9.5442 13.1514 -0.4003 -0.4025 -0.3119
F 11.2791 9.5466 14.1636 0.1923 -0.5499 0.1785
F 10.1385 11.3547 14.0368 -0.2857 -0.0347 0.0337
H 13.8142 9.6209 11.4292 0.1579 0.0789 -0.1642
H 14.3259 9.4230 9.7462 0.4137 0.3958 -0.4616
H 13.3454 8.2015 10.4866 0.1553 0.2681 0.1522
H 11.8031 9.5249 9.1578 0.1533 -0.1810 -0.0371
H 12.5185 10.9840 9.7989 -0.4144 0.2346 0.2090
C 18.3615 14.9630 14.3806 -0.5320 -1.8676 -0.0924
C 19.0082 14.5191 15.6328 0.8292 0.9532 0.3856
O 18.1047 14.5420 16.7492 0.5593 0.5298 0.3997
C 18.0893 15.7706 17.2830 -0.9687 -0.1247 0.3976
O 18.5218 16.7825 16.8311 0.3073 0.0885 -0.0893
C 17.3845 15.6998 18.6496 -1.2919 -0.6672 -1.7500
F 17.1946 16.9131 19.1437 0.3432 -0.7419 0.5488
F 16.1581 15.1005 18.4731 0.6094 0.6349 0.3225
F 18.0934 14.8607 19.3931 0.1605 0.5019 1.1555
H 19.1312 14.7711 13.6655 0.1842 0.0444 -1.1308
H 18.0295 15.9633 14.3404 -0.2873 1.1101 0.1633
H 17.5212 14.2702 14.2381 0.1311 0.3597 -0.5763
H 19.8029 15.2208 15.8907 0.2711 -0.2776 -0.0755
H 19.4272 13.5324 15.5251 -0.1652 -0.4591 0.2658
C 13.1832 12.3969 15.6033 0.5077 -0.4881 0.5475
C 13.8688 13.6090 16.2154 0.0064 0.1004 -1.3740
C 15.2253 13.9460 15.4821 -1.3729 0.6437 2.3163
O 15.0866 15.3537 15.1928 0.0373 0.1234 0.1551
C 13.8670 15.8085 15.5632 -0.1345 -1.4243 0.4495
O 13.4991 16.9353 15.5508 0.0916 0.7743 -0.4096
O 13.0705 14.7912 15.9783 0.7153 0.4449 -0.0108
H 12.4766 11.9954 16.3398 0.1213 -0.1912 -0.4378
H 13.9944 11.6864 15.4214 -0.2697 -0.3634 0.3172
H 12.7067 12.4976 14.6256 -0.0192 0.6373 0.1300
H 13.9498 13.5074 17.2888 0.2922 -0.0712 0.1799
H 15.2334 13.3668 14.5998 0.4411 -0.3665 -1.2555
H 16.1015 13.7918 16.1389 -0.5841 0.0270 -0.5864
```
Positions in Å, forces in eV/Å.

**Total charge**: 0
**SMILES**: O=[N+]([O-])c1ccccc1.O=[N+]([O-])c1ccccc1.O=[N+]([O-])c1ccccc1.CCOC(=O)C(F)(F)F.CCOC(=O)C(F)(F)F.CCOC(=O)C(F)(F)F.CCOC(=O)C(F)(F)F.CCOC(=O)C(F)(F)F.CCOC(=O)C(F)(F)F.C[C@H]1COC(=O)O1
**Total energy**: -144904.4959 eV
**Frontier orbital gap**: 9.246 eV
**LUMO**: -0.458 eV



# 2
The following is a DFT calculation (wB97M-V/def2-TZVPD) of C2H4F2OS as an isolated structure in a non-equilibrium geometry.

Geometry as XYZ:
```
10
Properties=species:S:1:pos:R:3:forces:R:3
C -1.6653 -0.1195 -0.2600 -2.6832 0.5867 2.1941
C 1.4316 0.4246 0.2523 0.8022 -0.3106 0.4744
O 0.6704 -2.0255 -0.3161 -0.6541 -0.2260 0.2543
F -1.6920 1.2090 -0.1288 0.6008 1.0641 -0.4527
F 0.8639 1.6642 0.5119 0.4254 -0.1833 -1.0224
S 0.5385 -0.6767 -0.9375 2.8303 0.7126 -0.6134
H -2.4252 -0.3861 -0.9436 -0.5581 -0.9345 -0.7666
H -1.6185 -0.5119 0.7479 0.0436 -0.7753 -0.1160
H 2.4754 0.4484 -0.1828 -1.0383 0.7196 0.7303
H 1.4211 -0.0263 1.2569 0.2315 -0.6533 -0.6820
```
Positions in Å, forces in eV/Å.

**2S+1**: 3
**Total charge**: 0
**Total energy**: -20451.1791 eV
**Expectation value of S²**: 2.008
**Frontier orbital gap (spin up / spin down)**: 7.620 / 8.371 eV
**Energy relative to the best compared isomer or geometry (same formula, charge and spin)**: 29.07 kcal per mole
**LUMO (spin up / spin down)**: 0.759 / -2.103 eV



Question: total energy of number 2 (C2H4F2OS)?
Answer: -20451.1791 eV